31
Properties=species:S:1:pos:R:3:forces:R:3:nbo_charge:R:1 method="wB97M-V/def2-TZVPD" lumo_energy_ev=0.224 charge=0 de_lowest_kcal_mol=297.1 e_tot_ev=-17255.407
C 0.519098 -2.098559 2.243762 1.194 -0.421 -0.479 -0.089
C -0.533933 -1.725888 1.138858 -1.974 -1.264 2.149 -0.533
C -0.707966 -2.263052 -0.388678 -0.018 -1.487 1.506 -0.423
C -1.999834 -1.434665 -0.811495 2.074 -0.393 -3.157 -0.405
C -1.597122 0.229589 -0.990711 -4.826 -0.401 0.877 -0.497
C -0.816656 0.268521 -2.307393 0.930 -0.195 -0.405 -0.085
C 0.927219 1.351997 -0.802012 -2.545 -3.773 -3.193 0.272
C 0.474485 2.617146 -0.686540 0.390 -0.541 0.882 -0.256
C 1.157194 3.267165 0.335745 -0.694 2.210 -0.972 -0.292
C 2.210575 2.784768 0.949178 4.596 -1.669 2.091 0.029
C 1.641226 0.606142 0.170004 0.445 -0.100 -0.752 -0.041
H 1.443243 -0.171608 1.843558 -0.683 -2.964 5.390 0.486
H 1.158771 -2.797036 1.384826 -0.415 1.343 3.556 0.165
H 0.086749 -2.638301 3.296403 1.387 1.162 -3.486 0.220
H -1.497079 -1.606479 1.727589 -0.135 -1.895 -0.806 0.226
H -0.639253 -0.693903 1.188528 1.325 2.600 -1.166 0.234
H -0.827284 -3.609576 -0.601218 0.148 4.343 1.069 0.218
H 0.240173 -1.992555 -0.948496 -1.252 -0.218 0.353 0.212
H -2.884969 -1.957603 -0.222778 1.482 2.014 -1.411 0.250
H -1.955658 -1.493437 -2.075820 -1.785 -1.182 3.835 0.195
H -2.685629 0.709044 -1.046615 2.036 -0.956 -0.554 0.225
H -1.231424 0.911621 -0.139849 0.090 -1.827 -1.229 0.249
H -0.866536 -0.950368 -2.785083 0.603 4.235 0.727 0.209
H -1.125147 1.126627 -3.108509 0.690 -2.203 1.871 0.207
H -0.293611 3.173265 -1.195451 -0.004 -0.460 -0.640 0.247
H 1.022524 4.316896 0.432057 -0.368 0.793 0.130 0.222
H 3.086282 3.835522 1.340339 -2.610 -4.407 -0.579 0.233
H 1.428590 -0.647247 0.092972 1.374 3.799 0.379 0.266
N 2.432700 1.275343 0.982731 -0.274 3.162 0.250 -0.405
O 1.249760 -0.826290 2.853434 -0.948 -0.381 -6.367 -0.773
O 0.583517 0.432921 -1.869336 -0.233 1.077 0.130 -0.564